# 1
A molecular structure, C35H28Br3N3O3S2Sn, computed with ωB97M-V/def2-TZVPD.

Its HOMO energy is -0.2699 Ha. As for the net charge: 0. The gap between HOMO and LUMO is 6.1 eV.

Each line ends with the Mulliken charge.
Atoms and positions in Å:
Sn: -0.19 -0.20 -0.48  0.695
C: -2.04 3.12 0.05  -1.040
C: -0.57 3.41 0.10  0.550
C: -0.09 4.72 0.27  -0.894
C: 1.25 4.96 0.32  -0.797
C: 2.16 3.89 0.19  0.943
C: 3.56 4.02 0.20  -0.011
Br: 4.36 5.73 0.42  -0.241
C: 4.37 2.93 0.03  -0.385
C: 3.81 1.66 -0.11  -0.321
Br: 4.95 0.18 -0.36  -0.160
C: 2.44 1.43 -0.09  0.521
O: 1.94 0.23 -0.18  -0.707
C: 1.60 2.59 0.04  -0.050
N: 0.26 2.39 0.00  0.124
H: -2.61 4.04 -0.06  0.430
H: -2.34 2.63 0.97  0.199
H: -2.27 2.45 -0.78  0.162
H: -0.80 5.53 0.36  0.391
H: 1.62 5.97 0.45  0.354
H: 5.45 3.05 0.02  0.424
S: -3.20 -0.15 0.25  -0.254
C: -2.87 -1.30 1.40  0.043
N: -3.55 -2.46 1.48  0.454
C: -3.17 -3.47 2.44  -0.699
C: -2.81 -2.78 3.74  -0.773
N: -1.73 -1.84 3.48  0.424
C: -0.69 -1.77 4.49  -1.520
C: -1.24 -1.28 5.81  0.525
C: -1.38 -2.14 6.90  -0.255
C: -1.95 -1.68 8.08  -0.648
C: -2.39 -0.37 8.18  -0.393
C: -2.25 0.49 7.10  -0.707
C: -1.68 0.04 5.92  -0.220
C: -1.78 -1.05 2.41  0.361
S: -0.69 0.21 2.19  -0.230
C: -4.69 -2.80 0.62  -1.729
C: -6.00 -2.62 1.35  0.840
C: -6.90 -3.68 1.47  -0.334
C: -8.09 -3.53 2.16  -0.615
C: -8.40 -2.31 2.76  -0.407
C: -7.52 -1.25 2.65  -0.764
C: -6.33 -1.40 1.95  -0.122
H: -2.31 -4.04 2.07  0.089
H: -4.00 -4.15 2.59  0.526
H: -2.47 -3.50 4.48  0.542
H: -3.68 -2.26 4.14  0.236
H: 0.09 -1.10 4.13  0.642
H: -0.27 -2.77 4.60  0.437
H: -1.04 -3.16 6.82  0.376
H: -2.06 -2.36 8.92  0.376
H: -2.84 -0.02 9.10  0.377
H: -2.58 1.52 7.18  0.401
H: -1.56 0.70 5.07  0.423
H: -4.58 -3.84 0.32  0.452
H: -4.64 -2.18 -0.27  0.566
H: -6.66 -4.63 1.01  0.360
H: -8.77 -4.36 2.24  0.375
H: -9.33 -2.20 3.30  0.384
H: -7.75 -0.30 3.10  0.398
H: -5.65 -0.56 1.86  0.377
Br: 0.23 -8.12 -2.48  -0.199
C: 0.24 -6.88 -1.04  0.014
C: 0.41 -7.34 0.25  -0.339
C: 0.45 -6.44 1.30  -0.720
C: 0.28 -5.08 1.05  -0.367
C: 0.08 -4.63 -0.25  0.278
C: 0.08 -5.53 -1.31  -0.370
C: -0.13 -3.16 -0.51  0.600
O: -0.01 -2.71 -1.66  -0.778
O: -0.42 -2.44 0.51  -0.472
H: 0.53 -8.40 0.43  0.409
H: 0.61 -6.80 2.31  0.402
H: 0.33 -4.35 1.85  0.506
H: -0.05 -5.16 -2.32  0.536

=====

# 2
A molecular structure, C35H28BrHgN5O7, computed with ωB97M-V/def2-TZVPD.

Its HOMO energy (spin up / spin down) is -0.0744 / -0.1833 Ha. The spin multiplicity is 2. As for the net charge: -1. The gap between HOMO and LUMO (spin up / spin down) is 4.1 / 7.0 eV.

Each line ends with the Mulliken charge.
Atoms and positions in Å:
Hg: -1.73 -0.87 1.38  2.595
C: 6.01 8.00 -6.11  -0.837
O: 5.24 6.93 -6.60  -0.472
C: 4.57 6.17 -5.69  0.990
C: 4.58 6.40 -4.32  -0.628
C: 3.85 5.57 -3.47  -0.730
C: 3.12 4.50 -3.97  0.336
C: 3.12 4.29 -5.35  -0.545
C: 3.83 5.11 -6.20  -0.543
C: 2.34 3.61 -3.11  0.178
N: 1.64 2.58 -3.53  -0.817
C: 1.07 2.04 -2.40  1.008
C: 1.43 2.74 -1.29  -0.017
N: 2.25 3.75 -1.75  -0.084
C: 0.99 2.44 0.04  0.144
C: 1.36 3.14 1.17  -0.430
C: 0.82 2.78 2.42  -1.429
C: -0.06 1.72 2.46  -0.432
N: -0.41 1.00 1.40  -0.058
C: 0.09 1.33 0.15  0.059
C: -0.30 0.59 -0.99  0.115
N: -1.17 -0.46 -0.84  -0.482
C: -1.51 -1.19 -1.89  -0.377
C: -1.05 -0.96 -3.17  -1.220
C: -0.19 0.13 -3.37  -0.192
C: 0.19 0.90 -2.30  -0.035
H: 6.48 8.46 -6.98  0.242
H: 6.79 7.66 -5.43  0.336
H: 5.39 8.74 -5.60  0.332
H: 5.14 7.23 -3.89  0.379
H: 3.88 5.77 -2.41  0.244
H: 2.54 3.46 -5.73  0.488
H: 3.83 4.94 -7.27  0.406
H: 2.69 4.45 -1.19  0.175
H: 2.05 3.97 1.09  0.299
H: 1.08 3.31 3.33  0.399
H: -0.54 1.44 3.40  0.515
H: -2.19 -2.01 -1.68  0.548
H: -1.36 -1.59 -3.99  0.384
H: 0.20 0.37 -4.36  0.526
O: -2.64 -1.56 7.89  -0.568
C: -2.32 -1.60 6.57  1.049
C: -3.27 -1.80 5.58  -0.646
C: -2.86 -1.78 4.26  -0.719
N: -1.58 -1.61 3.89  0.045
C: -0.70 -1.44 4.85  -0.111
Br: 1.11 -1.22 4.35  -0.123
C: -1.00 -1.42 6.21  -0.579
H: -3.59 -1.61 7.98  0.289
H: -4.32 -1.94 5.82  0.248
H: -3.56 -1.92 3.45  0.441
H: -0.24 -1.26 6.96  0.452
C: -5.13 -7.06 0.48  -0.800
O: -3.78 -7.45 0.62  -0.465
C: -2.86 -6.45 0.79  1.053
C: -1.52 -6.88 0.89  -1.182
C: -0.55 -5.94 1.05  -0.973
C: -0.79 -4.55 1.13  0.107
C: 0.32 -3.61 1.27  0.993
C: 1.76 -4.10 1.36  -1.502
O: 0.20 -2.39 1.33  -0.516
C: -2.17 -4.11 1.06  0.482
O: -2.59 -2.91 1.15  -0.911
C: -3.17 -5.12 0.87  -0.374
H: -5.70 -7.97 0.34  0.231
H: -5.27 -6.40 -0.38  0.327
H: -5.49 -6.54 1.38  0.320
H: -1.30 -7.94 0.83  0.397
H: 0.47 -6.30 1.11  0.183
H: 1.92 -5.16 1.16  0.416
H: 2.12 -3.87 2.36  0.231
H: 2.34 -3.52 0.65  0.302
H: -4.18 -4.75 0.79  0.338
O: -3.29 0.89 3.58  -0.514
C: -3.91 0.95 2.51  -0.080
O: -3.71 0.28 1.46  -0.576
H: -4.77 1.65 2.45  0.368

=====

# 3
A molecular structure, C35H28F6N4O8P2Pd, computed with ωB97M-V/def2-TZVPD.

Its HOMO energy is -0.3135 Ha. As for the net charge: 0. The gap between HOMO and LUMO is 6.8 eV.

Each line ends with the Mulliken charge.
Atoms and positions in Å:
Pd: -0.80 -0.58 0.03  -0.058
C: 1.51 1.79 2.00  -1.158
N: 1.25 1.63 0.55  0.352
P: 1.95 0.08 -0.05  0.218
C: 3.62 0.14 0.70  0.590
C: 4.01 -1.01 1.38  -0.507
C: 5.27 -1.08 1.97  -0.629
C: 6.13 0.00 1.90  -0.570
C: 5.73 1.16 1.24  -0.788
C: 4.49 1.23 0.64  -0.316
C: 2.28 0.44 -1.81  1.203
C: 1.96 -0.59 -2.69  -0.563
C: 2.18 -0.44 -4.06  -0.706
C: 2.72 0.74 -4.54  -0.596
C: 3.03 1.77 -3.67  -0.745
C: 2.82 1.62 -2.31  -0.277
P: -0.38 1.60 0.05  0.101
C: -0.41 2.48 -1.53  1.726
C: -1.25 2.04 -2.55  -0.649
C: -1.35 2.77 -3.72  -0.714
C: -0.63 3.95 -3.87  -0.575
C: 0.20 4.39 -2.85  -0.783
C: 0.31 3.66 -1.68  -0.626
C: -1.38 2.68 1.10  0.880
C: -0.93 3.94 1.48  -0.141
C: -1.76 4.79 2.20  -0.831
C: -3.05 4.39 2.51  -0.599
C: -3.51 3.15 2.11  -0.496
C: -2.68 2.29 1.40  -0.930
H: 2.50 2.22 2.13  0.397
H: 1.47 0.83 2.53  0.281
H: 0.78 2.45 2.45  0.465
H: 3.33 -1.85 1.45  0.405
H: 5.57 -1.98 2.48  0.436
H: 7.10 -0.05 2.36  0.380
H: 6.40 2.01 1.19  0.429
H: 4.18 2.14 0.14  0.303
H: 1.52 -1.50 -2.31  0.367
H: 1.93 -1.25 -4.73  0.448
H: 2.89 0.86 -5.61  0.401
H: 3.44 2.70 -4.06  0.416
H: 3.04 2.44 -1.64  0.133
H: -1.81 1.12 -2.44  0.214
H: -1.99 2.42 -4.52  0.479
H: -0.71 4.52 -4.79  0.416
H: 0.76 5.31 -2.97  0.426
H: 0.98 3.99 -0.90  0.284
H: 0.08 4.27 1.23  0.307
H: -1.40 5.76 2.51  0.441
H: -3.70 5.05 3.07  0.408
H: -4.52 2.83 2.34  0.458
H: -3.03 1.32 1.10  0.066
C: -1.17 0.04 4.31  -1.962
C: -1.23 -0.88 3.08  0.663
O: -0.89 -0.12 2.00  1.392
C: -0.26 -2.08 3.33  0.432
F: -0.16 -2.38 4.64  -0.341
F: -0.61 -3.20 2.70  -0.236
F: 0.98 -1.74 2.91  -0.161
C: -2.67 -1.43 2.98  0.214
F: -3.57 -0.42 3.06  -0.278
F: -2.92 -2.06 1.82  -0.088
F: -2.95 -2.29 3.97  -0.308
H: -0.12 0.31 4.48  0.431
H: -1.56 -0.44 5.21  0.413
H: -1.73 0.94 4.08  0.363
O: -4.81 -5.69 -3.56  -0.630
N: -4.10 -6.14 -2.68  1.040
O: -4.10 -7.30 -2.31  -0.632
C: -3.19 -5.22 -2.01  -0.779
C: -2.35 -5.70 -1.00  -0.385
C: -1.49 -4.84 -0.39  -0.496
C: -1.45 -3.43 -0.65  0.698
O: -0.80 -2.65 0.09  -0.053
C: -2.28 -3.03 -1.76  -0.459
C: -3.15 -3.91 -2.40  -0.267
N: -2.19 -1.71 -2.31  0.763
O: -3.01 -1.34 -3.11  -0.611
O: -1.21 -0.98 -2.03  -0.191
N: -0.56 -5.39 0.61  1.153
O: 0.59 -5.02 0.56  -0.559
O: -1.00 -6.24 1.36  -0.626
H: -2.38 -6.74 -0.71  0.633
H: -3.78 -3.56 -3.21  0.689

=====

# 4
A molecular structure, C35H28N5NdO3PS at a distorted geometry, computed with ωB97M-V/def2-TZVPD.

Its HOMO energy (spin up / spin down) is -0.3742 / -0.3745 Ha. The spin multiplicity is 4. As for the net charge: +1. The gap between HOMO and LUMO (spin up / spin down) is 7.5 / 7.5 eV.

Each line ends with the Mulliken charge.
Atoms and positions in Å:
Nd: 0.54 0.77 -1.89  0.238
N: 4.96 1.69 -3.14  -0.386
C: 3.83 1.10 -2.73  0.776
S: 3.14 1.60 -1.21  -0.492
N: 3.46 0.10 -3.53  -1.386
N: 2.19 -0.33 -3.32  0.803
C: 1.88 -1.44 -3.85  -0.715
C: 0.47 -1.89 -3.85  0.955
C: 0.10 -3.12 -4.38  -0.805
C: -1.23 -3.47 -4.42  -0.262
C: -2.18 -2.59 -3.93  -1.051
C: -1.74 -1.39 -3.42  0.020
N: -0.45 -1.05 -3.37  0.037
H: 5.35 2.45 -2.61  0.199
H: 5.35 1.44 -4.03  0.248
H: 2.65 -2.02 -4.35  0.402
H: 0.87 -3.78 -4.77  0.444
H: -1.53 -4.43 -4.83  0.463
H: -3.24 -2.81 -3.97  0.458
H: -2.44 -0.65 -3.04  0.561
O: 1.06 2.78 -3.37  -0.567
C: 0.02 2.97 -2.75  0.987
O: -0.98 2.15 -2.82  -0.566
C: 0.04 3.80 -1.48  0.498
C: 0.14 5.20 -1.40  -1.061
C: 0.16 5.75 -0.15  -0.664
C: 0.10 4.92 1.00  1.193
C: 0.12 5.44 2.32  -0.848
C: 0.09 4.59 3.39  -0.742
C: 0.05 3.19 3.19  -0.812
C: 0.02 2.66 1.94  0.238
C: 0.04 3.52 0.81  -0.895
N: 0.01 2.99 -0.44  0.370
H: 0.20 5.80 -2.30  0.533
H: 0.22 6.82 -0.01  0.463
H: 0.16 6.51 2.46  0.420
H: 0.11 4.99 4.39  0.398
H: 0.03 2.53 4.05  0.500
H: -0.02 1.59 1.78  0.558
O: 0.43 -1.05 -0.51  -0.011
P: -0.19 -1.47 0.83  1.696
C: -1.76 -0.59 1.01  0.821
C: -2.56 -0.79 2.14  -0.816
C: -3.73 -0.07 2.31  -0.848
C: -4.13 0.85 1.35  -0.681
C: -3.37 1.05 0.22  -0.931
C: -2.19 0.33 0.05  0.458
C: -0.57 -3.20 0.90  0.478
C: -1.56 -3.70 0.05  -0.614
C: -1.84 -5.05 0.03  -0.793
C: -1.13 -5.91 0.86  -0.484
C: -0.14 -5.43 1.70  -0.834
C: 0.15 -4.07 1.72  -0.428
C: 0.89 -1.03 2.16  0.450
C: 0.55 -1.23 3.54  -0.436
C: 1.41 -0.80 4.53  -0.830
C: 2.60 -0.17 4.21  -0.600
C: 2.95 0.02 2.84  -0.596
C: 2.10 -0.42 1.84  -0.335
H: -2.29 -1.53 2.88  0.336
H: -4.34 -0.24 3.19  0.477
H: -5.05 1.42 1.50  0.426
H: -3.67 1.76 -0.55  0.567
H: -1.66 0.49 -0.87  -0.083
H: -2.12 -3.02 -0.59  0.388
H: -2.61 -5.43 -0.62  0.441
H: -1.36 -6.97 0.85  0.420
H: 0.41 -6.11 2.34  0.423
H: 0.94 -3.70 2.36  0.433
H: -0.37 -1.73 3.82  0.344
H: 1.15 -0.96 5.57  0.447
H: 3.27 0.17 4.99  0.437
H: 3.88 0.50 2.58  0.471
H: 2.39 -0.27 0.80  0.296

=====

# 5
A molecular structure, C35H29AsBBiF4NO8STe at a distorted geometry, computed with ωB97M-V/def2-TZVPD.

Its HOMO energy is -0.2138 Ha. As for the net charge: -1. The gap between HOMO and LUMO is 7.9 eV.

Each line ends with the Mulliken charge.
Atoms and positions in Å:
Bi: 0.28 -2.14 -0.39  2.037
O: 2.92 -3.05 -0.91  -0.615
As: 3.30 -1.83 0.32  0.982
O: 4.68 -1.05 -0.02  -0.805
O: 1.90 -0.91 0.03  -0.140
C: 3.56 -2.90 1.93  -0.454
C: 4.84 -3.42 2.03  -0.737
C: 5.14 -4.28 3.07  -0.540
C: 4.18 -4.62 4.01  -0.580
C: 2.90 -4.08 3.92  -0.374
C: 2.60 -3.22 2.88  0.140
S: 1.02 -2.41 2.87  1.702
O: 0.26 -2.89 3.98  -0.712
O: 1.31 -1.01 2.81  -0.614
O: 0.39 -2.90 1.56  -0.698
H: 3.10 -3.97 -0.65  0.349
H: 5.58 -3.12 1.30  0.489
H: 6.14 -4.70 3.15  0.384
H: 4.42 -5.30 4.81  0.389
H: 2.13 -4.31 4.65  0.524
C: -4.17 3.30 -2.38  -1.635
C: -3.42 2.20 -1.67  0.317
C: -4.06 1.12 -1.11  -0.815
C: -3.37 0.10 -0.46  1.124
C: -4.21 -1.04 0.05  -0.396
O: -5.24 -1.33 -0.53  -0.628
C: -3.81 -1.79 1.27  0.544
C: -3.38 -1.12 2.41  0.064
C: -3.05 -1.83 3.55  -0.619
C: -3.10 -3.22 3.54  -0.364
C: -3.51 -3.89 2.40  -0.564
C: -3.88 -3.18 1.27  -0.513
C: -1.96 0.14 -0.36  0.244
O: -1.31 -0.88 0.23  -1.118
C: -1.31 1.25 -0.93  -1.058
C: -2.04 2.25 -1.56  0.526
C: 0.16 1.50 -0.79  0.805
N: 0.69 1.92 0.28  -0.149
C: -0.05 2.09 1.52  0.385
C: -0.28 3.59 1.81  -1.442
Te: 1.34 4.88 1.20  0.206
C: 0.54 5.19 -0.74  -0.381
C: 1.33 4.94 -1.86  -0.071
C: 0.80 5.07 -3.14  -0.412
C: -0.52 5.45 -3.31  -0.502
C: -1.31 5.72 -2.20  -0.594
C: -0.78 5.59 -0.92  -0.266
C: 1.04 1.39 -1.99  1.230
C: 0.53 1.12 -3.26  -0.479
C: 1.37 1.04 -4.36  -1.031
C: 2.73 1.21 -4.21  -0.582
C: 3.26 1.46 -2.95  -0.915
C: 2.42 1.55 -1.85  -0.411
H: -5.22 3.03 -2.52  0.380
H: -3.73 3.50 -3.36  0.369
H: -4.13 4.24 -1.81  0.239
H: -5.14 1.02 -1.17  0.447
H: -3.32 -0.03 2.40  0.306
H: -2.71 -1.31 4.44  0.358
H: -2.80 -3.77 4.42  0.370
H: -3.54 -4.98 2.39  0.393
H: -4.20 -3.69 0.37  0.416
H: -1.49 3.10 -1.97  0.074
H: 0.54 1.62 2.30  0.396
H: -1.03 1.60 1.49  -0.261
H: -0.46 3.76 2.87  0.593
H: -1.14 3.94 1.25  0.277
H: 2.36 4.62 -1.74  0.350
H: 1.42 4.85 -4.00  0.350
H: -0.94 5.54 -4.31  0.379
H: -2.34 6.03 -2.32  0.496
H: -1.40 5.82 -0.06  0.512
H: -0.54 0.98 -3.39  0.450
H: 0.95 0.83 -5.34  0.440
H: 3.39 1.14 -5.07  0.417
H: 4.33 1.58 -2.81  0.467
H: 2.82 1.73 -0.86  0.534
F: 1.99 -6.26 -1.38  -0.365
B: 1.23 -5.80 -0.29  0.382
F: 0.27 -4.84 -0.79  -0.439
F: 2.11 -5.12 0.60  -0.210
F: 0.56 -6.83 0.36  -0.350

=====

# 6
A molecular structure, C35H29BrCsN9O6, computed with ωB97M-V/def2-TZVPD.

Its HOMO energy is -0.0547 Ha. As for the net charge: -2. The gap between HOMO and LUMO is 4.3 eV.

Each line ends with the Mulliken charge.
Atoms and positions in Å:
Cs: -0.68 -1.27 0.32  1.127
N: 3.91 -3.04 -0.88  -0.794
C: 2.55 -3.61 -0.88  -0.413
C: 1.88 -3.53 0.50  0.283
O: 2.04 -2.41 1.11  -0.802
N: 1.22 -4.59 0.86  -0.566
C: 0.63 -4.54 2.18  -0.102
C: -0.81 -3.95 2.34  0.449
O: -1.13 -3.65 3.51  -0.803
O: -1.52 -3.84 1.31  -0.796
H: 4.49 -3.65 -0.32  0.284
H: 3.83 -2.19 -0.32  0.334
H: 2.58 -4.64 -1.22  0.335
H: 1.95 -3.03 -1.59  0.059
H: 1.25 -3.98 2.89  0.167
H: 0.55 -5.56 2.56  0.317
C: -2.11 7.37 12.46  -0.841
O: -1.48 6.11 12.37  -0.468
C: -1.43 5.53 11.13  1.025
C: -1.95 6.09 9.98  -0.463
C: -1.84 5.41 8.77  -0.870
C: -1.22 4.16 8.70  0.017
C: -0.70 3.61 9.87  -0.577
C: -0.80 4.28 11.07  -0.505
C: -1.09 3.42 7.44  0.346
N: -0.30 2.39 7.27  -0.792
C: -0.50 2.00 5.96  0.455
C: -1.41 2.82 5.34  0.026
N: -1.79 3.73 6.31  -0.141
C: -1.83 2.67 3.98  0.810
C: -2.76 3.49 3.33  -0.354
C: -3.08 3.23 2.02  -0.825
C: -2.46 2.13 1.39  -0.519
N: -1.58 1.36 1.99  -0.084
C: -1.24 1.62 3.26  0.003
C: -0.22 0.76 3.89  -0.736
N: 0.35 -0.18 3.11  -0.251
C: 1.25 -0.98 3.63  -0.185
C: 1.64 -0.90 4.98  -0.876
C: 1.09 0.07 5.78  -0.434
C: 0.14 0.93 5.23  0.922
H: -2.05 7.67 13.50  0.237
H: -3.16 7.32 12.15  0.333
H: -1.60 8.12 11.84  0.335
H: -2.43 7.06 9.99  0.366
H: -2.23 5.88 7.88  0.265
H: -0.22 2.65 9.82  0.464
H: -0.40 3.86 11.98  0.408
H: -2.50 4.43 6.22  0.213
H: -3.22 4.32 3.85  0.315
H: -3.76 3.84 1.46  0.484
H: -2.68 1.91 0.36  0.518
H: 1.67 -1.71 2.94  0.399
H: 2.37 -1.60 5.36  0.426
H: 1.37 0.18 6.82  0.505
Br: -3.01 4.15 -6.43  -0.218
C: -1.64 3.63 -5.21  -0.026
C: -0.41 4.25 -5.28  -0.168
N: 0.59 3.95 -4.45  -0.684
C: 0.35 3.02 -3.52  -0.242
C: -0.86 2.34 -3.38  0.193
C: -1.88 2.65 -4.27  -0.366
C: -1.07 1.30 -2.27  0.528
O: -1.93 0.44 -2.49  -0.802
O: -0.33 1.45 -1.26  -0.766
H: -0.23 5.02 -6.02  0.379
H: 1.16 2.79 -2.84  0.597
H: -2.82 2.12 -4.19  0.596
N: -0.60 4.24 -0.58  -0.254
C: -1.62 4.75 -1.34  0.568
C: -1.43 5.86 -2.19  -0.974
C: -2.48 6.32 -2.94  -0.268
C: -3.72 5.69 -2.85  -0.694
C: -3.82 4.61 -1.98  -0.394
N: -2.81 4.15 -1.24  0.078
H: 0.32 4.54 -0.86  0.353
H: -0.65 3.22 -0.50  0.004
H: -0.44 6.31 -2.27  0.300
H: -2.34 7.15 -3.62  0.388
H: -4.57 6.00 -3.44  0.427
H: -4.76 4.08 -1.88  0.411

=====

net charge of number 1 (C35H28Br3N3O3S2Sn)?
0

=====

Which value of net charge does entry 3 give?
0